Record 1
DFT (the ωB97M-V functional and the def2-TZVPD basis) results for 11 unconnected molecules or ions with the total composition C39H47N11O8 at a distorted geometry.

Calculated values
Molecular weight (g mol⁻¹): 797.874
Net charge: +1
2S+1: 2
Kohn-Sham gap (alpha / beta) (eV): 7.69 / 2.72
HOMO (alpha / beta) (eV): -11.309 / -11.309

Each atom is followed by the atoms it is bonded to, with distances in Å.
Positions of all 105 atoms, in Å:
1 N 37.897 25.700 -3.253  C2 1.375, C6 1.345
2 C 38.041 25.985 -1.916  N1 1.375, C3 1.383, H7 1.080
3 C 36.974 26.462 -1.176  C2 1.383, C4 1.382, H8 1.080
4 C 35.760 26.658 -1.807  C3 1.382, C5 1.419, H9 1.080
5 C 35.614 26.332 -3.180  C4 1.419, C6 1.361, H10 1.080
6 C 36.688 25.810 -3.832  N1 1.345, C5 1.361, H11 1.080
7 H 39.007 25.730 -1.507  C2 1.080
8 H 37.195 26.704 -0.147  C3 1.080
9 H 35.054 27.036 -1.082  C4 1.080
10 H 34.681 26.467 -3.708  C5 1.080
11 H 36.581 25.420 -4.833  C6 1.080
12 N 39.262 20.734 -3.716  C13 1.315, C17 1.383
13 C 38.110 21.283 -4.034  N12 1.315, C14 1.445, H18 1.080
14 C 37.936 22.469 -4.843  C13 1.445, C15 1.392, H19 1.080
15 C 39.101 23.130 -5.225  C14 1.392, C16 1.387, H20 1.080
16 C 40.350 22.574 -4.996  C15 1.387, C17 1.400, H21 1.080
17 C 40.356 21.387 -4.253  N12 1.383, C16 1.400, H22 1.080
18 H 37.219 20.721 -3.797  C13 1.080
19 H 36.981 22.763 -5.253  C14 1.080
20 H 39.123 23.965 -5.909  C15 1.080
21 H 41.229 23.099 -5.340  C16 1.080
22 H 41.317 20.928 -4.069  C17 1.080
23 N 43.133 21.617 1.889  C24 1.422, C28 1.322
24 C 41.731 21.848 1.938  N23 1.422, C25 1.422, H29 1.080
25 C 40.780 21.375 0.993  C24 1.422, C26 1.382, H30 1.080
26 C 41.310 20.502 0.062  C25 1.382, C27 1.390, H31 1.080
27 C 42.675 20.238 0.028  C26 1.390, C28 1.388, H32 1.080
28 C 43.539 20.731 0.996  N23 1.322, C27 1.388, H33 1.080
29 H 41.346 22.509 2.701  C24 1.080
30 H 39.725 21.604 0.961  C25 1.080
31 H 40.664 20.089 -0.698  C26 1.080
32 H 43.064 19.619 -0.767  C27 1.080
33 H 44.609 20.600 0.934  C28 1.080
34 N 34.167 27.818 1.485  C35 1.355, C39 1.363
35 C 34.306 26.478 1.635  N34 1.355, C36 1.405, H40 1.080
36 C 33.355 25.485 1.349  C35 1.405, C37 1.414, H41 1.080
37 C 32.085 25.965 0.952  C36 1.414, C38 1.386, H42 1.080
38 C 31.920 27.330 0.773  C37 1.386, C39 1.396, H43 1.080
39 C 32.941 28.238 1.063  N34 1.363, C38 1.396, H44 1.080
40 H 35.286 26.116 1.909  C35 1.080
41 H 33.424 24.422 1.526  C36 1.080
42 H 31.298 25.232 0.855  C37 1.080
43 H 30.973 27.637 0.355  C38 1.080
44 H 32.774 29.299 0.948  C39 1.080
45 N 34.157 20.377 -4.129  C46 1.341, C50 1.374
46 C 33.713 21.641 -4.184  N45 1.341, C47 1.419, H51 1.080
47 C 33.420 22.246 -5.434  C46 1.419, C48 1.378, H52 1.080
48 C 33.246 21.432 -6.532  C47 1.378, C49 1.444, H53 1.080
49 C 33.624 20.041 -6.434  C48 1.444, C50 1.383, H54 1.080
50 C 34.066 19.547 -5.221  N45 1.374, C49 1.383, H55 1.080
51 H 33.992 22.148 -3.273  C46 1.080
52 H 33.274 23.304 -5.272  C47 1.080
53 H 32.852 21.789 -7.472  C48 1.080
54 H 33.684 19.546 -7.392  C49 1.080
55 H 34.437 18.533 -5.199  C50 1.080
56 N 34.167 21.545 4.524  C57 1.345, C61 1.397
57 C 33.236 20.991 5.321  N56 1.345, C58 1.379, H62 1.080
58 C 32.069 21.624 5.695  C57 1.379, C59 1.365, H63 1.080
59 C 31.833 22.905 5.285  C58 1.365, C60 1.429, H64 1.080
60 C 32.759 23.537 4.398  C59 1.429, C61 1.365, H65 1.080
61 C 33.864 22.820 4.040  N56 1.397, C60 1.365, H66 1.080
62 H 33.314 19.955 5.615  C57 1.080
63 H 31.362 21.009 6.232  C58 1.080
64 H 30.913 23.412 5.532  C59 1.080
65 H 32.668 24.560 4.064  C60 1.080
66 H 34.654 23.148 3.380  C61 1.080
67 N 37.582 19.055 4.856  C68 1.409, C72 1.359
68 C 38.874 19.566 5.088  N67 1.409, C69 1.328, H73 1.080
69 C 39.399 20.743 4.771  C68 1.328, C70 1.447, H74 1.080
70 C 38.584 21.609 3.948  C69 1.447, C71 1.391, H75 1.080
71 C 37.304 21.184 3.603  C70 1.391, C72 1.425, H76 1.080
72 C 36.853 19.936 4.121  N67 1.359, C71 1.425, H77 1.080
73 H 39.509 18.816 5.536  C68 1.080
74 H 40.436 20.975 4.966  C69 1.080
75 H 38.920 22.562 3.569  C70 1.080
76 H 36.614 21.787 3.032  C71 1.080
77 H 35.814 19.709 3.936  C72 1.080
78 C 36.951 22.451 -1.104  N79 1.510, H82 1.090, H83 1.090, H84 1.090
79 N 35.855 22.700 -0.096  C78 1.510, O80 1.218, O81 1.228
80 O 36.016 22.788 1.108  N79 1.218
81 O 34.759 22.910 -0.607  N79 1.228
82 H 36.626 21.943 -2.013  C78 1.090
83 H 37.702 21.744 -0.751  C78 1.090
84 H 37.246 23.473 -1.343  C78 1.090
85 C 39.288 18.177 2.182  N86 1.512, H89 1.090, H90 1.090, H91 1.090
86 N 38.438 18.291 0.936  C85 1.512, O87 1.192, O88 1.240
87 O 37.838 17.335 0.553  N86 1.192
88 O 38.516 19.308 0.231  N86 1.240
89 H 40.246 17.771 1.858  C85 1.090
90 H 38.731 17.428 2.745  C85 1.090
91 H 39.412 19.147 2.664  C85 1.090
92 C 32.789 20.600 1.760  N93 1.469, H96 1.090, H97 1.090, H98 1.090
93 N 32.103 20.135 0.548  C92 1.469, O94 1.209, O95 1.240
94 O 31.183 20.731 0.038  N93 1.209
95 O 32.774 19.236 0.018  N93 1.240
96 H 33.303 19.747 2.205  C92 1.090
97 H 31.966 20.803 2.445  C92 1.090
98 H 33.533 21.366 1.543  C92 1.090
99 C 31.554 23.637 -1.683  N100 1.520, H103 1.090, H104 1.090, H105 1.090
100 N 32.475 24.675 -2.300  C99 1.520, O101 1.229, O102 1.223
101 O 33.537 24.258 -2.759  N100 1.229
102 O 32.233 25.867 -2.180  N100 1.223
103 H 30.574 24.031 -1.412  C99 1.090
104 H 31.940 23.229 -0.749  C99 1.090
105 H 31.554 22.818 -2.402  C99 1.090

---

Record 2
DFT (the ωB97M-V functional and the def2-TZVPD basis) results for C6H7IN2 in the gas phase at a distorted geometry.

Calculated values
Molecular weight (g mol⁻¹): 234.040
Relative energy (zero: lowest compared OMol25 entry of this formula, charge and spin) (kJ/mol): 240.9
Kohn-Sham gap (eV): 8.17
HOMO (eV): -8.305

Each atom is followed by the atoms it is bonded to, with distances in Å.
Positions of all 16 atoms, in Å:
1 C -1.550 -1.049 -0.309  C2 1.456, N7 1.258, H10 1.025
2 C -1.608 0.167 -1.108  C1 1.456, N8 1.233, H11 1.153
3 C 0.319 -1.938 1.014  N7 1.226, H12 1.110
4 C 1.533 0.514 -0.868  C5 1.342, I9 2.087, H13 1.086
5 C 0.418 0.967 -0.273  C4 1.342, C6 1.479, N8 1.462
6 C 0.351 1.323 1.160  C5 1.479, H14 1.059, H15 1.050, H16 1.065
7 N -0.539 -1.588 0.210  C1 1.258, C3 1.226
8 N -0.733 1.034 -1.172  C2 1.233, C5 1.462
9 I 3.405 0.110 -0.038  C4 2.087
10 H -2.438 -1.562 -0.340  C1 1.025
11 H -2.649 0.250 -1.599  C2 1.153
12 H 1.085 -2.703 0.771  C3 1.110
13 H 1.482 0.074 -1.859  C4 1.086
14 H 1.297 1.313 1.636  C6 1.059
15 H -0.393 0.754 1.636  C6 1.050
16 H 0.018 2.335 1.139  C6 1.065